Entry 1:
Molecular formula: C41H124N8O17
Method: DFT, ωB97M-V with the def2-TZVPD basis set

Cartesian coordinates (Å):
C  -4.018  5.480  2.954
O  -3.700  6.323  1.930
H  -3.443  4.559  2.866
H  -3.677  5.970  3.865
H  -5.081  5.244  3.019
H  -3.493  7.215  2.217
C  -7.162  -0.269  1.050
O  -7.171  0.434  -0.150
H  -8.100  -0.044  1.558
H  -7.023  -1.334  0.862
H  -6.432  0.132  1.753
H  -7.759  0.041  -0.799
C  -0.199  -3.848  -4.656
O  -0.168  -3.639  -6.036
H  0.605  -3.275  -4.195
H  -1.077  -3.392  -4.199
H  -0.058  -4.895  -4.388
H  -0.523  -2.760  -6.186
C  5.367  -1.539  -1.392
O  4.635  -2.519  -0.632
H  5.326  -0.638  -0.781
H  6.443  -1.698  -1.464
H  4.956  -1.227  -2.352
H  3.705  -2.534  -0.871
C  -5.586  -5.991  4.709
O  -4.967  -6.442  3.563
H  -6.461  -6.585  4.971
H  -4.861  -5.940  5.522
H  -5.915  -4.965  4.547
H  -4.464  -7.245  3.715
C  -5.717  -6.795  -2.761
O  -6.216  -7.031  -4.049
H  -5.991  -5.768  -2.517
H  -6.142  -7.505  -2.052
H  -4.639  -6.914  -2.653
H  -5.536  -6.766  -4.672
C  1.474  8.032  3.578
O  1.793  9.410  3.382
H  0.584  7.957  4.203
H  1.261  7.616  2.593
H  2.348  7.472  3.912
H  2.718  9.481  3.135
C  -1.808  5.330  -6.681
O  -1.709  4.513  -5.457
H  -0.797  5.403  -7.081
H  -2.531  4.928  -7.391
H  -2.194  6.328  -6.471
H  -2.492  4.671  -4.925
C  -4.514  -0.130  -6.129
O  -3.174  0.167  -6.472
H  -4.832  0.398  -5.229
H  -5.220  0.054  -6.938
H  -4.456  -1.195  -5.907
H  -2.871  0.898  -5.928
C  5.535  9.103  -4.332
C  4.276  8.435  -3.856
C  3.454  7.726  -4.981
O  2.931  8.544  -6.005
C  1.993  9.490  -5.609
N  4.717  7.498  -2.787
H  6.073  9.352  -3.417
H  5.350  10.030  -4.874
H  6.154  8.445  -4.942
H  3.586  9.122  -3.365
H  2.615  7.142  -4.602
H  4.036  7.024  -5.578
H  2.501  10.202  -4.958
H  1.192  9.067  -5.003
H  1.561  9.925  -6.510
H  3.980  6.845  -2.562
H  5.509  6.899  -2.971
C  1.667  1.859  0.951
C  0.918  1.713  -0.357
C  -0.470  1.013  -0.287
O  -0.211  -0.407  -0.114
C  -1.461  -1.090  0.162
N  0.619  3.033  -0.857
H  1.682  0.873  1.416
H  1.106  2.500  1.631
H  2.647  2.333  0.924
H  1.524  1.272  -1.148
H  -1.046  1.225  -1.188
H  -0.982  1.421  0.585
H  -2.176  -0.841  -0.622
H  -1.845  -0.721  1.113
H  -1.333  -2.169  0.245
H  0.240  2.974  -1.791
H  -0.119  3.460  -0.317
C  -3.777  -11.851  2.270
C  -2.288  -11.519  1.970
C  -2.001  -11.194  0.462
O  -0.618  -10.796  0.404
C  -0.409  -9.906  -0.611
N  -2.086  -10.378  2.858
H  -3.994  -12.088  3.312
H  -4.154  -12.635  1.614
H  -4.446  -11.007  2.106
H  -1.648  -12.340  2.294
H  -2.591  -10.369  0.061
H  -2.150  -12.059  -0.184
H  0.671  -9.878  -0.757
H  -0.783  -8.919  -0.337
H  -0.877  -10.230  -1.540
H  -1.112  -10.111  2.858
H  -2.235  -10.625  3.826
C  5.446  -0.507  6.193
C  6.811  -1.223  6.341
C  7.837  -0.846  5.258
O  8.365  0.502  5.437
C  8.912  1.011  4.249
N  7.411  -0.895  7.630
H  4.955  -0.829  5.275
H  5.655  0.563  6.219
H  4.872  -0.825  7.064
H  6.670  -2.303  6.379
H  7.322  -1.021  4.313
H  8.617  -1.607  5.247
H  9.637  0.279  3.891
H  9.377  1.985  4.399
H  8.065  1.178  3.584
H  7.781  0.041  7.555
H  8.254  -1.447  7.700
C  4.520  0.709  -11.190
C  4.614  1.948  -10.296
C  5.288  1.769  -8.901
O  4.606  0.823  -8.088
C  3.512  1.489  -7.456
N  5.205  2.997  -11.107
H  5.460  0.170  -11.311
H  4.177  1.084  -12.154
H  3.926  -0.084  -10.736
H  3.577  2.262  -10.175
H  5.262  2.774  -8.479
H  6.320  1.504  -9.130
H  2.969  0.769  -6.844
H  2.745  1.824  -8.155
H  3.860  2.294  -6.808
H  4.666  3.068  -11.958
H  5.121  3.894  -10.651
C  -0.167  3.570  8.189
C  -1.442  4.280  8.659
C  -2.592  3.289  8.906
O  -2.892  2.479  7.754
C  -2.784  1.033  7.901
N  -1.209  5.032  9.854
H  0.151  2.797  8.888
H  0.663  4.264  8.050
H  -0.311  3.096  7.218
H  -1.786  4.978  7.896
H  -3.490  3.713  9.354
H  -2.116  2.638  9.639
H  -1.740  0.733  7.806
H  -3.234  0.513  7.055
H  -3.269  0.655  8.801
H  -2.068  5.395  10.241
H  -0.991  4.413  10.621
C  6.003  -10.506  5.300
C  4.651  -9.923  5.512
C  4.114  -8.746  4.663
O  2.758  -8.472  5.019
C  2.280  -7.286  4.461
N  3.713  -11.014  5.598
H  6.269  -10.676  4.257
H  6.164  -11.489  5.741
H  6.806  -9.818  5.566
H  4.742  -9.456  6.493
H  4.280  -8.968  3.609
H  4.693  -7.857  4.912
H  2.473  -7.177  3.394
H  2.737  -6.401  4.905
H  1.194  -7.213  4.504
H  3.633  -11.345  4.648
H  2.830  -10.528  5.663
C  -7.782  4.924  -4.261
C  -7.269  5.714  -3.091
C  -8.390  6.052  -2.102
O  -9.315  6.933  -2.722
C  -10.629  6.793  -2.290
N  -6.227  4.955  -2.435
H  -7.024  4.888  -5.044
H  -8.644  5.372  -4.757
H  -8.151  3.928  -4.020
H  -6.889  6.644  -3.514
H  -7.932  6.578  -1.265
H  -8.821  5.161  -1.643
H  -11.155  5.971  -2.774
H  -11.187  7.650  -2.666
H  -10.606  6.846  -1.201
H  -6.683  4.151  -2.026
H  -5.943  5.517  -1.646

Properties
* lowest unoccupied orbital energy: -0.09 eV
* HOMO: -9.084 eV
* F_max: 2.93 eV Å⁻¹
* energy above the lowest of the compared OMol25 structures with the same formula, charge and spin: 5.113 eV

These are the Mulliken partial charges, in e, on atoms 1 to 99:
1 C -0.4259
2 O -0.5116
3 H 0.1772
4 H 0.2259
5 H 0.2178
6 H 0.3168
7 C -0.4943
8 O -0.4841
9 H 0.2539
10 H 0.2247
11 H 0.2029
12 H 0.2961
13 C -0.4634
14 O -0.4980
15 H 0.2233
16 H 0.2037
17 H 0.2320
18 H 0.3024
19 C -0.5408
20 O -0.4961
21 H 0.2361
22 H 0.2673
23 H 0.2392
24 H 0.2947
25 C -0.4871
26 O -0.4822
27 H 0.2315
28 H 0.2432
29 H 0.1923
30 H 0.2930
31 C -0.4761
32 O -0.5005
33 H 0.2288
34 H 0.2108
35 H 0.2313
36 H 0.3058
37 C -0.4343
38 O -0.5095
39 H 0.1810
40 H 0.2270
41 H 0.2384
42 H 0.2977
43 C -0.5156
44 O -0.4937
45 H 0.2119
46 H 0.2599
47 H 0.2435
48 H 0.2876
49 C -0.4696
50 O -0.4868
51 H 0.2531
52 H 0.2109
53 H 0.1927
54 H 0.3019
55 C -1.3788
56 C 0.6918
57 C -0.7354
58 O -0.3658
59 C -0.6901
60 N -0.7585
61 H 0.4189
62 H 0.3202
63 H 0.3237
64 H 0.2184
65 H 0.3982
66 H 0.2819
67 H 0.2631
68 H 0.3084
69 H 0.2464
70 H 0.2110
71 H 0.2460
72 C -1.4162
73 C 0.4210
74 C -0.6727
75 O -0.2759
76 C -0.7602
77 N -0.6749
78 H 0.3348
79 H 0.3156
80 H 0.3471
81 H 0.3317
82 H 0.4146
83 H 0.2906
84 H 0.2932
85 H 0.3219
86 H 0.2453
87 H 0.2291
88 H 0.2564
89 C -1.4328
90 C 0.5392
91 C -0.7068
92 O -0.3088
93 C -0.7651
94 N -0.6543
95 H 0.3711
96 H 0.3569
97 H 0.3360
98 H 0.2429
99 H 0.3991

***

Entry 2:
Molecular formula: C41H19Cl72F9IN2O2P
Method: DFT, ωB97M-V with the def2-TZVPD basis set

Cartesian coordinates (Å):
C  -1.652  1.121  1.026
C  -0.709  -0.196  1.219
N  -0.059  -0.481  -0.095
C  0.231  -1.904  -0.272
C  1.622  -2.574  0.057
C  2.831  -1.744  0.659
F  2.421  -0.551  1.353
F  3.646  -1.296  -0.429
C  3.760  -2.548  1.696
F  4.564  -1.545  2.353
F  4.714  -3.398  1.042
C  2.973  -3.304  2.867
F  2.795  -4.708  2.619
F  1.682  -2.743  3.142
C  3.758  -3.240  4.294
F  3.119  -4.238  5.104
F  3.545  -2.017  4.969
F  5.106  -3.626  4.204
C  1.754  -4.086  -0.237
C  0.630  -5.005  -0.782
C  -0.745  -4.355  -1.056
C  -0.903  -2.805  -0.813
C  -2.369  -2.201  -1.133
O  -2.566  -1.117  -1.723
C  -3.581  -3.160  -0.661
C  -4.878  -2.578  0.011
C  -6.031  -3.500  0.514
C  -7.356  -2.936  1.255
C  -7.026  -1.876  2.401
C  -6.588  -0.417  1.902
I  -7.650  0.354  0.163
C  -5.824  -5.043  0.266
P  -7.108  -6.347  0.826
N  -7.343  -6.271  2.429
C  -4.552  -5.633  -0.431
C  -3.425  -4.682  -0.891
C  -2.045  -5.163  -1.577
O  -1.995  -6.050  -2.456
H  -1.790  1.648  2.047
H  -2.696  0.830  0.627
H  -1.204  1.843  0.246
H  -1.449  -1.041  1.497
H  0.015  -0.058  2.090
H  0.757  0.118  -0.271
H  2.764  -4.575  -0.025
H  0.745  -6.116  -0.990
H  -4.910  -1.446  0.102
H  -8.170  -2.613  0.513
H  -7.795  -3.865  1.792
H  -7.860  -1.777  3.188
H  -6.120  -2.305  2.982
H  -5.438  -0.356  1.803
H  -6.836  0.306  2.769
H  -6.569  -7.673  0.585
H  -8.347  -6.152  0.118
H  -6.771  -5.511  2.833
H  -4.416  -6.763  -0.606
C  -7.963  -5.880  6.412
Cl  -7.088  -4.944  5.182
Cl  -7.606  -7.607  6.206
Cl  -7.448  -5.356  8.030
Cl  -9.710  -5.610  6.230
C  -9.849  0.559  5.130
Cl  -11.624  0.609  5.126
Cl  -9.247  0.743  3.468
Cl  -9.221  1.881  6.138
Cl  -9.302  -0.998  5.789
C  5.349  1.083  6.448
Cl  3.953  0.909  7.534
Cl  5.505  2.782  5.952
Cl  6.824  0.574  7.297
Cl  5.112  0.068  5.011
C  3.662  1.820  -2.506
Cl  3.579  3.532  -2.972
Cl  5.150  1.529  -1.577
Cl  2.251  1.411  -1.506
Cl  3.668  0.807  -3.965
C  -6.617  -2.414  -3.981
Cl  -7.630  -2.979  -5.327
Cl  -6.343  -3.754  -2.851
Cl  -5.058  -1.841  -4.611
Cl  -7.442  -1.081  -3.140
C  3.106  7.118  -5.618
Cl  2.153  6.486  -6.974
Cl  3.366  5.818  -4.428
Cl  4.678  7.694  -6.217
Cl  2.232  8.466  -4.861
C  1.986  7.628  -10.859
Cl  2.404  6.297  -11.967
Cl  3.265  7.811  -9.637
Cl  1.832  9.139  -11.780
Cl  0.443  7.263  -10.055
C  -4.404  -2.962  10.066
Cl  -5.956  -3.786  10.326
Cl  -4.573  -1.240  10.469
Cl  -3.163  -3.695  11.105
Cl  -3.925  -3.127  8.363
C  6.438  6.240  4.092
Cl  5.018  6.725  5.044
Cl  7.065  7.646  3.205
Cl  7.697  5.618  5.182
Cl  5.972  4.972  2.938
C  7.903  3.969  -4.123
Cl  7.009  5.299  -4.892
Cl  9.056  3.280  -5.287
Cl  8.785  4.588  -2.711
Cl  6.761  2.711  -3.602
C  7.082  6.774  -11.046
Cl  7.768  8.104  -12.003
Cl  5.379  6.538  -11.492
Cl  7.993  5.282  -11.368
Cl  7.191  7.172  -9.316
C  -9.752  -3.456  -8.565
Cl  -10.764  -4.021  -9.912
Cl  -9.477  -4.795  -7.430
Cl  -8.193  -2.885  -9.195
Cl  -10.575  -2.125  -7.724
C  -7.771  -8.337  -9.071
Cl  -8.669  -6.976  -9.776
Cl  -6.664  -9.010  -10.287
Cl  -6.836  -7.766  -7.672
Cl  -8.912  -9.593  -8.548
C  12.104  6.862  -1.536
Cl  10.677  6.691  -0.491
Cl  12.307  8.568  -1.985
Cl  13.547  6.303  -0.664
Cl  11.883  5.885  -3.003
C  3.693  3.375  -9.273
Cl  3.712  2.154  -10.564
Cl  2.462  4.606  -9.640
Cl  3.303  2.593  -7.724
Cl  5.290  4.140  -9.157
C  7.840  -1.484  10.815
Cl  8.550  -2.941  10.088
Cl  7.418  -1.812  12.510
Cl  9.016  -0.154  10.744
Cl  6.376  -1.028  9.919
C  6.312  2.079  13.001
Cl  6.457  2.418  11.263
Cl  7.922  1.761  13.680
Cl  5.591  3.482  13.819
Cl  5.275  0.657  13.243
C  3.088  8.530  -0.436
Cl  3.008  10.246  -0.890
Cl  4.575  8.231  0.492
Cl  1.676  8.113  0.559
Cl  3.095  7.529  -1.904

Properties
* lowest unoccupied orbital energy: -1.68 eV
* HOMO: -8.726 eV
* F_max: 4.37 eV Å⁻¹

These are the Mulliken partial charges, in e, on atoms 1 to 99:
1 C -0.8392
2 C -0.1812
3 N 0.4029
4 C -0.2935
5 C 0.1829
6 C 1.0598
7 F -0.2822
8 F -0.2272
9 C 0.2209
10 F -0.2519
11 F -0.2631
12 C 0.7393
13 F -0.2777
14 F -0.2571
15 C 0.5602
16 F -0.2605
17 F -0.1684
18 F -0.2252
19 C -0.4738
20 C -1.1759
21 C 0.4130
22 C 0.2716
23 C 0.0282
24 O -0.5357
25 C 0.3667
26 C -0.2198
27 C 0.7313
28 C -0.6842
29 C 0.3315
30 C -1.3171
31 I 0.0465
32 C -0.0406
33 P 0.3204
34 N -0.5795
35 C -0.9346
36 C 0.3736
37 C 0.0398
38 O -0.5309
39 H 0.3223
40 H 0.1114
41 H 0.2198
42 H 0.2401
43 H 0.3311
44 H -0.2587
45 H 0.3898
46 H 0.3607
47 H 0.1900
48 H 0.3204
49 H 0.3472
50 H -0.1783
51 H 0.2620
52 H 0.3786
53 H 0.5681
54 H 0.0958
55 H 0.1075
56 H 0.1416
57 H 0.2105
58 C 0.2255
59 Cl -0.0284
60 Cl -0.0997
61 Cl -0.0194
62 Cl -0.1152
63 C 0.2612
64 Cl -0.0956
65 Cl -0.0456
66 Cl -0.1027
67 Cl -0.0683
68 C 0.1483
69 Cl -0.1272
70 Cl 0.0156
71 Cl -0.0631
72 Cl 0.0319
73 C 0.1921
74 Cl 0.0780
75 Cl -0.1387
76 Cl -0.2058
77 Cl -0.0762
78 C 0.1629
79 Cl 0.0193
80 Cl -0.0039
81 Cl -0.0958
82 Cl -0.0917
83 C 0.1216
84 Cl -0.0198
85 Cl 0.1129
86 Cl -0.0745
87 Cl -0.0821
88 C 0.1638
89 Cl -0.0818
90 Cl 0.0876
91 Cl -0.1002
92 Cl -0.0602
93 C 0.3582
94 Cl -0.0839
95 Cl -0.0957
96 Cl -0.0950
97 Cl -0.0836
98 C 0.2854
99 Cl -0.0816

***

Entry 3:
Molecular formula: C41H23CaN15O2Se
Method: DFT, ωB97M-V with the def2-TZVPD basis set

Cartesian coordinates (Å):
Ca  0.199  -0.328  0.753
C  -1.789  0.010  -5.851
C  -2.368  -1.242  -5.639
C  -2.264  -1.875  -4.409
C  -1.563  -1.230  -3.402
C  -1.361  -1.624  -1.997
N  -0.569  -0.576  -1.394
C  -0.228  0.443  -2.392
N  -0.009  1.833  -2.184
C  -0.019  2.410  -1.018
C  0.383  3.834  -0.818
C  0.871  4.787  -1.688
C  1.220  6.024  -1.148
C  1.063  6.285  0.210
C  0.549  5.320  1.074
C  0.220  4.096  0.533
C  -0.277  2.833  1.163
N  -0.606  2.757  2.425
C  -1.018  1.597  3.036
N  -0.934  0.373  2.604
C  -1.518  -0.535  3.517
N  -1.726  -1.790  3.349
C  -1.625  -2.483  2.151
N  -1.554  -1.922  0.923
C  -1.674  -2.884  -0.008
N  -1.777  -2.655  -1.384
C  -1.831  -4.151  0.621
C  -1.972  -5.467  0.146
C  -2.064  -6.489  1.057
C  -2.012  -6.231  2.452
C  -1.872  -4.954  2.934
C  -1.783  -3.892  2.017
C  -1.958  0.275  4.672
C  -2.625  -0.049  5.844
C  -2.970  0.985  6.704
C  -2.674  2.316  6.396
C  -2.023  2.641  5.213
C  -1.674  1.605  4.365
N  -0.368  1.887  0.185
C  -0.958  0.004  -3.625
C  -1.076  0.646  -4.843
H  -1.889  0.488  -6.818
H  -2.915  -1.719  -6.444
H  -2.725  -2.836  -4.219
H  1.007  4.570  -2.740
H  1.653  6.785  -1.784
H  1.389  7.239  0.603
H  0.462  5.494  2.138
H  -1.995  -5.662  -0.919
H  -2.167  -7.511  0.712
H  -2.074  -7.064  3.143
H  -1.820  -4.760  3.999
H  -2.861  -1.081  6.070
H  -3.483  0.758  7.631
H  -2.959  3.099  7.088
H  -1.789  3.665  4.951
H  -0.607  1.608  -5.001
N  2.498  0.507  0.563
N  3.343  -0.606  0.797
C  2.791  -1.815  1.315
O  3.583  -2.590  1.846
O  1.533  -1.978  1.123
H  2.764  0.942  -0.314
H  2.605  1.220  1.290
H  4.230  -0.385  1.224
N  4.480  6.477  0.176
C  4.174  5.851  1.109
N  3.867  5.249  2.240
C  3.385  4.030  2.207
N  2.959  2.950  2.309
Se  2.257  1.693  -3.492
N  0.845  -0.429  -1.937
C  1.427  -1.387  -2.805
C  1.519  -2.708  -2.392
C  2.130  -3.644  -3.212
C  2.648  -3.256  -4.441
C  2.573  -1.930  -4.837
C  1.996  -0.962  -4.016
N  1.976  0.360  -4.529
H  1.135  -2.980  -1.415
H  2.201  -4.673  -2.884
H  3.113  -3.984  -5.094
H  2.977  -1.604  -5.787

Properties
* lowest unoccupied orbital energy: 2.75 eV
* HOMO: -1.930 eV
* charge: -2
* F_max: 0.99 eV Å⁻¹
* energy above the lowest of the compared OMol25 structures with the same formula, charge and spin: 4.108 eV

Let us look at the Mulliken charges, expressed in e, one per atom:
1 Ca 3.3234
2 C -0.8019
3 C -0.6345
4 C -0.3170
5 C 0.3789
6 C -0.5516
7 N -0.1621
8 C -0.8956
9 N -0.2824
10 C -0.2309
11 C 0.0421
12 C -0.1119
13 C -0.6512
14 C -0.7382
15 C 0.0340
16 C 0.1145
17 C -0.1660
18 N -0.5828
19 C -0.1771
20 N -0.4684
21 C -0.6740
22 N -0.5792
23 C -0.2747
24 N -0.5251
25 C -0.4675
26 N -0.4415
27 C 0.4755
28 C -0.4262
29 C -0.5643
30 C -0.5325
31 C -0.3345
32 C 0.4440
33 C 0.2490
34 C -0.2350
35 C -0.5260
36 C -0.6132
37 C -0.0155
38 C 0.0911
39 N -0.3527
40 C 0.7320
41 C -0.5679
42 H 0.3917
43 H 0.3925
44 H 0.5500
45 H 0.5641
46 H 0.3861
47 H 0.3746
48 H 0.4781
49 H 0.4887
50 H 0.3714
51 H 0.3604
52 H 0.4654
53 H 0.5137
54 H 0.3703
55 H 0.3775
56 H 0.5464
57 H 0.4408
58 N -0.1857
59 N -0.3983
60 C 0.2757
61 O -0.8092
62 O -0.6528
63 H 0.2182
64 H 0.4704
65 H 0.2554
66 N -0.6795
67 C 0.5881
68 N -0.7622
69 C 0.4350
70 N -0.7002
71 Se 0.1742
72 N 1.4120
73 C 0.3885
74 C -0.2404
75 C -1.0268
76 C -0.6217
77 C -0.3239
78 C 0.1922
79 N -0.7366
80 H 0.4223
81 H 0.4451
82 H 0.3608
83 H 0.4445